No. 1
Here is C32H38Cl3F4N4O2S3SiTi as an isolated structure from the OMol25 dataset. Energies are from wB97M-V/def2-TZVPD.

CARTESIAN COORDINATES (ANGSTROEM)
Ti1 1.40480 1.45670 -0.08820
C1 3.32928 3.86076 -0.84673
N1 3.11628 2.91936 0.27557
C2 3.08644 3.71899 1.52029
C3 4.24395 1.95971 0.31687
C4 4.06633 0.85576 -0.75706
N2 2.72452 0.96129 -1.36971
C5 2.63875 0.67300 -2.73713
C6 2.01775 1.55168 -3.62220
F1 1.54413 2.72136 -3.16658
C7 1.90803 1.26658 -4.97065
F2 1.30018 2.15440 -5.75944
C8 2.42653 0.10431 -5.49980
C9 3.06368 -0.76874 -4.63956
F3 3.57719 -1.90742 -5.10239
C10 3.16588 -0.49690 -3.28745
F4 3.74579 -1.39368 -2.47859
H1 4.24811 4.42774 -0.67380
H2 2.49639 4.55903 -0.90886
H3 3.40985 3.32190 -1.78424
H4 3.99486 4.32256 1.60069
H5 3.01282 3.06442 2.38418
H6 2.22531 4.38694 1.49344
H7 4.26842 1.52225 1.31301
H8 5.18335 2.49932 0.16703
H9 4.20546 -0.12328 -0.29556
H10 4.82521 0.95159 -1.53452
H11 2.34660 -0.11344 -6.55502
C11 -1.40233 1.67696 -3.20822
Si1 -1.63288 2.61217 -1.60509
C12 -2.18781 4.35883 -1.95321
C13 -2.92404 1.72612 -0.57642
C14 -0.03437 2.72694 -0.58540
H12 -2.38587 1.46230 -3.63439
H13 -0.90106 0.71857 -3.05148
H14 -0.84174 2.24887 -3.94807
H15 -3.11919 4.35671 -2.52361
H16 -1.44220 4.90637 -2.53360
H17 -2.36505 4.91002 -1.02724
H18 -2.84381 0.64295 -0.68165
H19 -3.92133 2.01023 -0.92051
H20 -2.85590 1.97327 0.48478
H21 -0.32040 2.99789 0.44740
H22 0.59192 3.54106 -0.98225
C15 0.63907 2.90982 5.24333
O1 1.33549 2.21360 4.19319
C16 0.63723 1.73233 3.18338
S1 -0.96983 1.95856 2.95607
S2 1.69281 0.74626 2.16651
H23 1.40308 3.15259 5.97392
H24 -0.12198 2.26198 5.67408
H25 0.17011 3.80909 4.84863
Cl1 1.46206 -0.91425 5.79962
C17 0.44929 -1.64026 4.59648
C18 0.98675 -2.53193 3.68431
C19 0.15343 -3.08099 2.72655
C20 -1.20241 -2.76688 2.64808
C21 -2.02741 -3.39834 1.54767
C22 -2.53002 -2.36847 0.52001
N3 -1.41006 -1.69577 -0.12814
C23 -0.75938 -2.11147 -1.26982
C24 0.26966 -1.24853 -1.45529
N4 0.25080 -0.30351 -0.44509
C25 -0.77293 -0.62203 0.33829
O2 -3.12968 -4.09907 2.08897
C26 -3.31154 -5.40511 1.54065
C27 -3.62888 -5.36219 0.07613
C28 -2.75402 -5.61557 -0.93751
Cl2 -1.12240 -6.15011 -0.80657
S3 -3.42048 -5.32866 -2.49190
C29 -4.91124 -4.84486 -1.79735
C30 -4.88552 -4.92184 -0.44291
C31 -1.70370 -1.86787 3.58744
Cl3 -3.37008 -1.37586 3.59302
C32 -0.89159 -1.30626 4.56097
H26 2.03607 -2.78711 3.72656
H27 0.56588 -3.78184 2.00979
H28 -1.36853 -4.09618 1.02190
H29 -3.15985 -1.62495 1.00138
H30 -3.11459 -2.86480 -0.25198
H31 -1.08245 -2.97432 -1.82729
H32 1.00816 -1.24421 -2.23596
H33 -1.06276 -0.09320 1.23579
H34 -4.14781 -5.82726 2.09480
H35 -2.42711 -6.02087 1.72663
H36 -5.73086 -4.55519 -2.43448
H37 -5.72450 -4.66863 0.18987
H38 -1.30812 -0.61124 5.27564

F_max   0.2 eV/Å
Frontier orbital gap   7.937 eV
HOMO energy   -11.19 eV
M   865.19 g mol⁻¹
Net charge   +1
Relative energy (zero: lowest compared OMol25 entry of this formula, charge and spin)   0.0 kJ/mol

No. 2
Here is C32H38ClN8ORe as an isolated structure from the OMol25 dataset. Energies are from wB97M-V/def2-TZVPD.

CARTESIAN COORDINATES (ANGSTROEM)
Re1 -0.03665 -0.21877 0.04579
Cl1 5.59236 1.71037 4.41024
C1 4.43777 1.38358 3.18192
C2 4.66422 1.82511 1.87092
C3 3.75952 1.55293 0.86841
C4 2.59324 0.85164 1.13132
O1 1.74684 0.59943 0.09603
C5 2.34936 0.42200 2.44110
C6 1.21340 -0.32951 2.81726
N1 0.16026 -0.60961 2.08545
C7 -0.88719 -1.44955 2.63154
C8 -1.02421 -1.84056 3.93254
C9 -2.07232 -2.70458 4.32256
C10 -2.96900 -3.17518 3.41035
C11 -2.85829 -2.78190 2.05742
C12 -3.72915 -3.24359 1.04355
C13 -3.57335 -2.80704 -0.24637
C14 -2.54557 -1.91031 -0.53707
N2 -1.68872 -1.47204 0.38031
C15 -1.82550 -1.90612 1.68730
C16 3.30416 0.69313 3.45872
H1 5.56557 2.38842 1.65456
H2 3.93838 1.88439 -0.14994
H3 1.24424 -0.72494 3.82617
H4 -0.34072 -1.49910 4.70024
H5 -2.14686 -2.99994 5.36111
H6 -3.77243 -3.84207 3.70775
H7 -4.51691 -3.94829 1.29829
H8 -4.22624 -3.14279 -1.04170
H9 -2.41452 -1.52794 -1.54442
H10 3.12487 0.34956 4.47452
C17 2.96741 -2.01536 -2.64297
N3 1.53372 -1.73104 -2.41451
C18 0.86513 -2.64165 -1.49953
C19 0.97592 -0.58431 -2.80158
N4 -0.05379 -0.05433 -2.03996
C20 -0.93497 0.87202 -2.55773
C21 -1.31460 1.02006 -3.90201
C22 -2.08685 2.08760 -4.27067
C23 -2.48466 3.06204 -3.31475
C24 -2.21527 2.87704 -1.98935
C25 -1.51318 1.72310 -1.57876
N5 -1.27992 1.36752 -0.26674
C26 -2.06095 1.90988 0.77209
N6 -1.43072 2.25430 1.88071
C27 -2.05217 2.17401 3.21059
C28 -0.10125 2.89062 1.83321
N7 -3.37408 2.04425 0.67203
C29 -4.23098 1.22842 -0.20956
C30 -4.09041 3.12400 1.38350
N8 1.47247 0.04734 -3.85782
C31 1.99885 -0.68062 -5.02971
C32 1.56292 1.51714 -3.94237
H11 3.40398 -2.33151 -1.69786
H12 3.48224 -1.12156 -2.97356
H13 3.10684 -2.80872 -3.37376
H14 1.33724 -3.61802 -1.56478
H15 -0.18235 -2.75676 -1.73974
H16 0.98561 -2.33664 -0.43535
H17 -0.99524 0.29577 -4.64385
H18 -2.37686 2.20351 -5.30839
H19 -3.01965 3.94893 -3.63678
H20 -2.53823 3.61022 -1.25560
H21 -2.26791 3.15898 3.62467
H22 -1.34319 1.67428 3.87338
H23 -2.96442 1.58603 3.17234
H24 -0.20437 3.96392 1.99701
H25 0.37302 2.72719 0.86902
H26 0.52844 2.48419 2.62173
H27 -3.72251 0.31938 -0.50769
H28 -4.52815 1.78455 -1.09748
H29 -5.12964 0.96243 0.34557
H30 -3.39317 3.87698 1.73815
H31 -4.67772 2.74144 2.21650
H32 -4.77299 3.58981 0.67216
H33 1.76591 -1.74009 -4.96309
H34 3.07562 -0.54781 -5.13748
H35 1.51727 -0.27368 -5.91978
H36 1.30188 1.97932 -2.99151
H37 0.91846 1.91165 -4.72728
H38 2.59371 1.77715 -4.18245

<S²>   1.08
F_max   2.5 eV/Å
Frontier orbital gap (spin up / spin down)   5.234 / 6.673 eV
HOMO energy (spin up / spin down)   -15.75 / -15.93 eV
M   772.37 g mol⁻¹
Spin multiplicity   2
Net charge   +3

No. 3
Here is C32H38F16N2O10S as an isolated structure from the OMol25 dataset. Energies are from wB97M-V/def2-TZVPD.

CARTESIAN COORDINATES (ANGSTROEM)
C1 6.24138 -2.10518 1.98247
C2 5.01793 -1.53943 2.33733
C3 3.97654 -1.26773 1.31846
C4 2.75120 -1.85546 1.42499
C5 1.72786 -1.57595 0.45402
C6 0.33784 -2.18557 0.58123
C7 0.35727 -3.62781 1.12957
C8 -0.45447 -1.23591 1.51907
C9 -1.94649 -1.52211 1.51832
C10 1.97666 -0.72495 -0.57659
F1 1.00030 -0.44962 -1.47438
C11 3.22946 -0.06989 -0.75618
N1 3.59027 0.79986 -1.68815
S1 5.12795 1.17747 -1.31619
N2 5.34751 0.29870 0.00204
C12 4.21766 -0.37390 0.22765
H1 6.44632 -3.15046 2.19440
H2 6.97169 -1.48098 1.47412
H3 4.78000 -1.19315 3.33857
H4 2.52930 -2.53438 2.23360
H5 -0.10851 -2.16829 -0.40896
H6 1.35170 -3.98088 1.38451
H7 -0.02678 -4.32461 0.38476
H8 -0.29883 -3.69585 1.99592
H9 -0.22644 -0.22449 1.17937
H10 0.00687 -1.33314 2.50568
H11 -2.23016 -2.37025 2.13656
H12 -2.45079 -0.65497 1.95193
H13 -2.32009 -1.60792 0.49911
C13 -1.66148 -0.96124 -5.86801
C14 -1.39966 -0.62766 -4.41573
O1 -2.63378 -0.38551 -3.70587
C15 -3.29509 -1.45498 -3.30118
O2 -2.97790 -2.59624 -3.46454
C16 -4.54375 -1.02184 -2.51738
F2 -5.21012 -0.03777 -3.13898
F3 -4.18875 -0.57689 -1.30714
F4 -5.39431 -2.02988 -2.34522
H14 -2.25715 -0.17781 -6.33822
H15 -0.72092 -1.06094 -6.40796
H16 -2.21574 -1.89490 -5.96397
H17 -0.82891 0.29442 -4.33676
H18 -0.82826 -1.40944 -3.91742
C17 -6.48219 2.71260 -4.63071
C18 -6.43745 2.01354 -5.97104
O3 -6.85572 2.89050 -7.03528
C19 -5.93839 3.73246 -7.48760
O4 -4.81204 3.82954 -7.10105
C20 -6.52146 4.56330 -8.64279
F5 -7.74461 5.01914 -8.35059
F6 -6.61628 3.81558 -9.75107
F7 -5.74861 5.60907 -8.91655
H19 -7.47371 3.12896 -4.44899
H20 -6.24147 2.01483 -3.83208
H21 -5.77197 3.53826 -4.59298
H22 -7.13623 1.17971 -5.98295
H23 -5.44644 1.61298 -6.18210
C21 -2.73018 -5.73720 -3.72911
C22 -2.94739 -7.07120 -3.05076
O5 -1.89429 -8.00246 -3.37382
C23 -0.77375 -7.87368 -2.68044
O6 -0.55635 -7.06984 -1.82316
C24 0.22806 -8.95928 -3.10781
F8 0.28885 -9.07466 -4.43933
F9 -0.13469 -10.14942 -2.60950
F10 1.45036 -8.68302 -2.66445
H24 -2.61970 -5.87054 -4.80642
H25 -3.56984 -5.07194 -3.54080
H26 -1.82374 -5.25411 -3.36724
H27 -3.86731 -7.52997 -3.40719
H28 -3.03349 -6.96298 -1.97025
C25 5.67844 3.06296 7.24020
C26 4.81237 2.08805 8.00696
O7 3.72572 1.60572 7.18916
C27 4.01728 0.62925 6.34775
O8 5.08275 0.10868 6.19768
C28 2.75122 0.20554 5.58718
F11 2.05754 1.26103 5.14616
F12 1.93688 -0.50763 6.37611
F13 3.06109 -0.54724 4.53179
H29 5.07106 3.87458 6.83798
H30 6.44552 3.48322 7.89044
H31 6.17036 2.57282 6.39959
H32 4.34439 2.58506 8.85418
H33 5.39026 1.25045 8.39583
C29 1.73727 7.20171 3.13911
C30 1.13270 6.43725 4.29636
O9 2.14011 6.06124 5.25665
C31 2.50522 6.99965 6.11649
O10 2.08621 8.11617 6.17444
C32 3.54494 6.42544 7.09177
F14 4.48458 5.71300 6.44924
F15 2.96037 5.60921 7.98133
F16 4.15934 7.38612 7.77115
H34 2.54362 6.62706 2.68234
H35 0.97923 7.40742 2.38442
H36 2.15967 8.14940 3.47186
H37 0.69774 5.50409 3.94532
H38 0.34208 7.00488 4.78527

F_max   2.4 eV/Å
Frontier orbital gap   6.900 eV
HOMO energy   -7.47 eV
M   946.70 g mol⁻¹
Net charge   0

No. 4
Here is C32H38FN4O8PbSe4 as an isolated structure from the OMol25 dataset. Energies are from wB97M-V/def2-TZVPD.

CARTESIAN COORDINATES (ANGSTROEM)
Pb1 -0.77613 -0.90988 -1.26289
C1 -0.83902 -3.38407 1.40235
O1 -1.33357 -2.05979 1.35807
C2 -2.67166 -1.91111 1.78593
C3 -3.71871 -2.25939 0.73098
O2 -4.00369 -1.17274 -0.13038
C4 -4.78938 -0.14597 0.44400
C5 -4.12186 1.21272 0.34419
O3 -2.94780 1.24369 1.12311
C6 -2.22154 2.43966 0.93586
H1 -1.39506 -4.05605 0.74121
H2 -0.87747 -3.77477 2.42815
H3 0.19208 -3.33880 1.05675
H4 -2.77397 -0.85187 2.02777
H5 -2.83829 -2.51160 2.69196
H6 -4.63719 -2.59899 1.22905
H7 -3.35832 -3.05682 0.07853
H8 -5.00520 -0.36336 1.49580
H9 -5.73745 -0.09139 -0.10371
H10 -4.83158 1.97926 0.69154
H11 -3.88103 1.42128 -0.70269
H12 -2.05155 2.63369 -0.12911
H13 -1.25824 2.31241 1.42395
H14 -2.75554 3.29759 1.36581
O4 1.39398 2.00842 -1.32186
C7 2.39582 1.24230 -1.95004
C8 1.96559 0.44132 -3.16563
C9 2.79981 0.48824 -4.27602
C10 2.49519 -0.25148 -5.40696
C11 1.34622 -1.01689 -5.40011
C12 0.56133 -1.00783 -4.26199
N1 0.85563 -0.30996 -3.16363
H15 0.97479 1.46992 -0.62794
H16 2.86749 0.55217 -1.24308
H17 3.15847 1.95006 -2.28235
H18 3.68534 1.10967 -4.24418
H19 3.14676 -0.22378 -6.27106
H20 1.03719 -1.59575 -6.25750
H21 -0.34541 -1.59715 -4.23805
Se1 -2.20990 -0.56600 -6.51771
Se2 -2.66852 -2.72345 -5.85263
Se3 -3.35621 -2.88564 -3.62892
Se4 -1.47856 -3.36525 -2.26806
C13 6.15893 -1.35998 3.01819
C14 4.96402 -1.47286 3.96403
C15 5.13835 -0.53164 5.15040
C16 3.95967 -0.66203 6.10519
C17 2.68783 -0.37004 5.35648
C18 1.57510 0.12165 6.00765
C19 0.41913 0.40374 5.29100
F1 -0.66257 0.84402 5.96875
C20 0.36506 0.26742 3.93225
C21 1.48888 -0.21497 3.25420
C22 1.45383 -0.29469 1.79086
O5 0.65197 0.39895 1.15719
C23 2.44754 -1.16533 1.22424
C24 3.50836 -1.52444 1.98859
N2 3.70080 -1.15350 3.28165
C25 2.64138 -0.58344 3.96642
C26 2.43106 -1.76318 -0.20395
O6 3.53807 -2.05598 -0.66089
O7 1.30428 -2.00353 -0.74055
H22 7.07793 -1.34468 3.60295
H23 6.09588 -0.44304 2.43214
H24 6.22102 -2.20255 2.33287
H25 4.90497 -2.50257 4.34049
H26 5.19199 0.49576 4.77933
H27 6.07407 -0.76356 5.65926
H28 4.06576 0.03172 6.94067
H29 3.93075 -1.67374 6.52244
H30 1.59151 0.27615 7.07860
H31 -0.52787 0.50018 3.36700
H32 4.27250 -2.12965 1.52338
N3 -3.50595 5.21761 -4.99957
C27 -4.20560 4.31235 -4.25622
O8 -5.36650 4.48931 -3.94069
C28 -3.41046 3.12712 -3.80889
C29 -4.02330 1.89399 -3.68470
C30 -3.28789 0.83497 -3.17303
N4 -2.02377 0.94978 -2.77748
C31 -1.41687 2.12267 -2.95508
C32 -2.06521 3.23464 -3.45971
H33 -4.01757 5.98753 -5.39420
H34 -2.62964 4.95934 -5.41647
H35 -5.04995 1.75751 -3.99168
H36 -3.74366 -0.13799 -3.04016
H37 -0.38160 2.17910 -2.64902
H38 -1.53511 4.17519 -3.53243

F_max   0.7 eV/Å
Frontier orbital gap   5.071 eV
HOMO energy   -3.16 eV
M   1148.71 g mol⁻¹
Net charge   -1

No. 5
Here is C32H38I2N5NiO3PS3 as an isolated structure from the OMol25 dataset. Energies are from wB97M-V/def2-TZVPD.

CARTESIAN COORDINATES (ANGSTROEM)
Ni1 -0.08737 0.61798 -0.24010
I1 -3.57652 -5.32885 3.27481
C1 -2.46907 -4.02185 2.08210
C2 -2.45791 -4.20546 0.70098
C3 -1.71699 -3.31530 -0.05542
I2 -5.22278 -3.54732 -1.49426
C4 -1.01902 -2.31868 0.57204
O1 -0.35380 -1.50085 -0.31328
C5 -1.01961 -2.09500 1.93091
C6 -0.22944 -0.96803 2.53716
N1 -0.51133 0.33548 1.89157
C7 -1.84806 0.85967 2.17902
C8 -2.19271 1.98430 1.24376
C9 -3.20371 2.88195 1.52811
C10 -3.50586 3.86120 0.59808
C11 -2.79567 3.91321 -0.59089
C12 -1.79739 2.98455 -0.80380
N2 -1.50123 2.05005 0.10516
C13 -1.77906 -2.98236 2.69255
H1 -3.03581 -4.99062 0.23057
H2 0.84312 -1.14866 2.41702
H3 -0.43828 -0.92134 3.60770
H4 0.18937 0.99928 2.21590
H5 -1.93909 1.19632 3.21351
H6 -2.57043 0.05178 2.03559
H7 -3.75035 2.80393 2.45999
H8 -4.29898 4.57157 0.79494
H9 -3.01796 4.64950 -1.35069
H10 -1.22125 2.95357 -1.71913
H11 -1.82652 -2.85751 3.76905
C14 4.24421 2.71771 -0.71388
N3 3.89954 2.53634 0.70161
C15 4.88961 3.05466 1.63510
P1 2.83189 1.35998 1.11329
O2 1.69979 1.39654 0.13960
N4 2.32754 1.72120 2.64787
C16 1.77683 3.06602 2.86280
C17 2.77591 1.05294 3.86222
N5 3.50357 -0.13468 1.18929
C18 3.02350 -1.25167 0.35949
C19 4.86812 -0.30855 1.67449
H12 5.19697 2.23590 -0.95584
H13 4.33568 3.78393 -0.92940
H14 3.46569 2.30583 -1.35047
H15 5.87260 2.59956 1.48258
H16 4.58028 2.87577 2.66460
H17 4.99382 4.13287 1.50006
H18 2.52125 3.74691 3.28805
H19 0.93719 3.01041 3.56079
H20 1.41670 3.48868 1.92623
H21 3.58694 1.59805 4.35770
H22 3.11022 0.04360 3.63749
H23 1.94561 0.98221 4.56917
H24 2.06886 -1.03119 -0.09894
H25 2.91201 -2.15200 0.96799
H26 3.73293 -1.46741 -0.44335
H27 5.19225 0.54559 2.26620
H28 5.57001 -0.43879 0.84584
H29 4.92665 -1.19457 2.30939
O3 -0.14408 0.35091 -2.11209
C20 -1.01995 -0.69194 -2.47270
C21 -0.92156 -0.94104 -3.96830
C22 -0.26205 -0.14802 -4.85672
C23 -0.42888 -0.57850 -6.20759
C24 -1.22410 -1.67874 -6.30502
S1 -1.76274 -2.20593 -4.77072
C25 -2.47297 -0.31580 -2.15804
C26 -3.29716 -0.64093 -1.12286
C27 -4.57625 -0.00928 -1.19878
C28 -4.69280 0.78365 -2.29441
S2 -3.25948 0.78292 -3.22942
C29 -0.58097 -1.97017 -1.69141
C30 -1.54373 -3.18641 -1.55504
C31 -0.88728 -4.38806 -2.17338
C32 0.36865 -4.21254 -2.55177
S3 1.01895 -2.58939 -2.34651
H30 0.32245 0.70275 -4.53383
H31 0.01711 -0.08439 -7.06170
H32 -1.52090 -2.21727 -7.19405
H33 -3.07732 -1.38597 -0.36650
H34 -5.38788 -0.22235 -0.51457
H35 -5.56571 1.32365 -2.63689
H36 -2.53170 -2.98509 -1.99769
H37 -1.43376 -5.32011 -2.25982
H38 1.01166 -4.96027 -3.00306

<S²>   2.00
F_max   1.0 eV/Å
Frontier orbital gap (spin up / spin down)   5.573 / 5.566 eV
HOMO energy (spin up / spin down)   -5.84 / -5.84 eV
M   980.36 g mol⁻¹
Spin multiplicity   3
Net charge   0